# C20H23BGaN10O3

A molecular structure, C20H23BGaN10O3 (wB97M-V/def2-TZVPD, the OMol25 dataset).

Each line ends with the natural charge from an NBO analysis.
CARTESIAN COORDINATES (ANGSTROEM)
Ga -0.02287 -0.02609 0.22461  1.838
O 0.50352 -3.08406 -1.63808  -0.555
O -0.29654 -0.79792 2.05774  -0.733
O 0.14227 -5.54051 2.15715  -0.520
N -0.08925 1.85850 0.87881  -0.428
N 0.13466 3.65237 -2.44177  -0.315
N 0.27477 -4.32266 0.26304  -0.658
N 0.05427 2.83424 -0.05347  -0.349
N -1.02583 1.49231 -1.92316  -0.339
N 0.99556 3.82184 -3.55733  -0.106
N 0.09655 -1.99482 0.31133  -0.799
N -1.32330 0.38649 -1.18916  -0.442
N 1.53153 0.41550 -0.91459  -0.451
N 1.48775 1.55833 -1.66370  -0.351
C 0.08557 -4.46086 1.64048  0.714
C -1.67017 -3.32922 3.00036  -0.369
C 2.22663 -2.98170 3.17052  -0.621
C -2.37815 -0.20400 -1.74097  0.056
C 2.71461 -0.15553 -1.11696  0.057
C -0.48957 5.50075 -3.50127  -0.013
C -0.22332 -3.20787 2.45775  -0.264
C 0.77639 -3.10117 3.62635  -0.362
C -0.13719 -1.98947 1.61245  0.762
C 0.61024 4.91749 -4.16161  -0.046
C 0.30770 -3.15065 -0.45460  0.800
C 2.66736 1.69067 -2.30482  0.041
C 3.47243 0.61954 -1.98662  -0.300
C -0.11176 2.43375 2.07699  0.051
C 0.02654 3.81265 1.93950  -0.302
C -0.74789 4.59842 -2.38472  0.142
C -2.74340 -3.42830 1.92331  -0.618
C -2.79546 0.52081 -2.85243  -0.292
C 0.13495 4.02245 0.58292  0.013
C -1.91525 1.57659 -2.93402  0.020
B 0.19175 2.38746 -1.53215  0.927
H 2.37964 -2.11323 2.52091  0.183
H 4.46450 0.41939 -2.35021  0.269
H 2.55277 -3.87408 2.63425  0.222
H -1.51798 4.64560 -1.62727  0.273
H -1.85124 -2.47180 3.64982  0.226
H -1.85646 2.34902 -3.68275  0.228
H -0.20946 1.82843 2.96427  0.260
H 1.12739 5.26312 -5.04334  0.278
H -2.63381 -4.33207 1.32186  0.222
H 0.48947 -2.24352 4.23563  0.224
H -3.61047 0.29540 -3.51696  0.271
H -1.04268 6.39143 -3.75969  0.273
H 2.88524 -2.85839 4.02826  0.246
H 2.85773 2.51311 -2.96997  0.256
H 2.95277 -1.09525 -0.64432  0.249
H 0.05842 4.55191 2.72005  0.272
H -2.72818 -2.56507 1.24939  0.179
H -3.73040 -3.45950 2.38104  0.247
H 0.30231 4.94392 0.05042  0.230
H 0.64235 -3.99678 4.23176  0.250
H -1.67783 -4.22349 3.62354  0.251
H -2.76951 -1.12060 -1.32899  0.251
H 0.45036 -5.17289 -0.25957  0.450

Output
ΔE to the lowest compared entry with this formula, charge and spin ... 0.91 kcal per mole
<S²> ... 0.76
Charge ... +2
2S+1 ... 2
DFT total energy ... -3498.497897 Eh